Entry from the Open Molecules 2025 dataset: a molecular structure, C20H27BN4O3S2Sr (ωB97M-V with the def2-TZVPD basis set).

Structure (XYZ):
```
58
Properties=species:S:1:pos:R:3
Sr -0.1943 -0.8849 0.6711
C 3.5570 2.8499 2.1891
S 1.8241 3.2415 2.4194
C 1.0449 1.6731 2.5237
S 1.9313 0.1824 2.4076
N -0.2328 1.8563 2.7554
N -0.9685 0.7054 2.6175
C -2.1270 0.7143 3.1488
C -3.0376 -0.4153 2.8859
C -4.3363 -0.3893 3.3799
C -5.2017 -1.4237 3.0602
C -4.7413 -2.4525 2.2568
C -3.4254 -2.4055 1.8204
N -2.5795 -1.4245 2.1224
H 4.0557 3.8190 2.1421
H 3.7356 2.3098 1.2624
H 3.9653 2.2781 3.0191
H -2.4751 1.5606 3.7375
H -4.6609 0.4403 3.9929
H -6.2191 -1.4165 3.4281
H -5.3714 -3.2802 1.9649
H -3.0280 -3.2037 1.2023
O -0.1995 -2.9749 2.0332
C 0.9980 -3.6533 2.4069
C 1.8627 -3.7559 1.1760
C 2.7638 -4.7979 1.0245
C 3.5871 -4.8123 -0.0907
C 3.4741 -3.7886 -1.0166
C 2.5376 -2.7941 -0.7874
N 1.7465 -2.7694 0.2829
H -0.6565 -2.5859 2.7889
H 0.7467 -4.6331 2.8174
H 1.5232 -3.0637 3.1652
H 2.8119 -5.5805 1.7700
H 4.2995 -5.6138 -0.2339
H 4.0910 -3.7568 -1.9029
H 2.4099 -1.9778 -1.4902
C 0.2975 3.9223 -2.0944
C 0.3957 2.4818 -2.5713
C 1.7621 2.2481 -3.2076
O 0.3160 1.6212 -1.4205
B -0.4942 0.4878 -1.6948
O -1.0156 0.6507 -2.9833
C -0.7921 1.9929 -3.4507
C -2.0799 2.7738 -3.2048
C -0.5076 1.9462 -4.9426
H 1.1382 4.1390 -1.4345
H -0.6195 4.0936 -1.5340
H 0.3311 4.6251 -2.9309
H 2.5349 2.4849 -2.4752
H 1.9166 2.8767 -4.0869
H 1.8854 1.2060 -3.5046
H -2.3288 2.7838 -2.1431
H -2.8942 2.2805 -3.7363
H -2.0126 3.8049 -3.5564
H 0.3303 1.2931 -5.1761
H -0.2883 2.9428 -5.3350
H -1.3857 1.5683 -5.4679
```

Results
Frontier orbital gap, eV: 5.80
ΔE to the lowest compared entry with this formula, charge and spin, eV: 0.340
Energy, hartree: -2075.09412

***

Entry from the Open Molecules 2025 dataset: a molecular structure, C20H27BrFNO2S7SbTc (ωB97M-V with the def2-TZVPD basis set).

Structure (XYZ):
```
61
Properties=species:S:1:pos:R:3
Tc -0.5638 0.3283 0.2803
C -5.7925 -0.8302 -1.5360
C -4.8836 -0.0724 -0.5903
C -5.3618 0.7422 0.4231
C -4.4845 1.4461 1.2440
C -3.1561 1.2428 1.0308
Br -1.7859 2.0840 2.0374
N -2.6622 0.4357 0.1067
C -3.5097 -0.1874 -0.7196
H -6.8394 -0.5814 -1.3662
H -5.6755 -1.9092 -1.4005
H -5.5457 -0.5978 -2.5759
H -6.4305 0.8414 0.5788
H -4.8278 2.1266 2.0155
H -3.0642 -0.7759 -1.5172
S -2.0383 -0.3784 -4.1031
Sb -1.3301 1.7024 -4.0650
S -0.1320 -0.9836 -1.4051
S -0.7830 2.0258 -1.4120
S -2.6048 2.6357 -2.0506
C -2.4256 -3.6883 -4.0687
O -1.8268 -3.2248 -2.8154
C -0.5727 -3.6078 -2.5908
S 0.4204 -4.5120 -3.4385
S -0.0718 -2.9350 -0.9923
H -3.4605 -3.3793 -4.0236
H -2.3389 -4.7669 -4.1353
H -1.9174 -3.2259 -4.9056
F -1.9616 -4.1404 4.2333
C -1.7096 -3.2069 3.3166
C -0.8866 -2.1534 3.6504
C -0.6530 -1.1584 2.7019
C -1.2191 -1.2600 1.4297
C -2.0574 -2.3259 1.1286
C -2.3058 -3.3111 2.0741
H -0.4471 -2.1049 4.6408
H -0.0341 -0.3098 2.9884
H -2.5409 -2.4071 0.1600
H -2.9551 -4.1537 1.8577
C 5.1177 -1.5447 3.4976
C 4.3378 -1.4293 2.1867
C 3.3955 -0.2126 2.2371
S 2.7110 0.0788 0.6132
O 1.2632 0.6414 0.8974
C 3.6664 1.4798 0.0574
C 3.5249 2.7993 0.8225
C 2.3109 3.6377 0.4155
H 5.7171 -2.4568 3.5084
H 4.4397 -1.5742 4.3594
H 5.7952 -0.6925 3.6300
H 3.7545 -2.3340 2.0091
H 5.0404 -1.3222 1.3537
H 3.9225 0.6791 2.5694
H 2.5405 -0.3906 2.8915
H 3.4092 1.5995 -1.0013
H 4.6865 1.0710 0.1029
H 4.4324 3.3656 0.6210
H 3.5046 2.6204 1.9005
H 2.3388 3.8766 -0.6538
H 2.3113 4.5832 0.9618
H 1.3733 3.1315 0.6317
```

Results
Frontier orbital gap (alpha / beta), eV: 5.17 / 5.16
Total charge: +2
ΔE to the lowest compared entry with this formula, charge and spin, eV: 1.933
Energy, hartree: -6765.19501

***

Entry from the Open Molecules 2025 dataset: a molecular structure, C20H27BrIN4O2PS3W (ωB97M-V with the def2-TZVPD basis set).

Structure (XYZ):
```
60
Properties=species:S:1:pos:R:3
W -0.3909 -0.0619 0.4795
C 1.7356 0.2095 5.8216
C 0.3687 0.7648 5.4665
N 0.4349 1.6329 4.2776
C -0.1292 1.4637 3.1037
S -1.0073 -0.0842 2.7882
N -0.0095 2.3543 2.1443
N -0.7545 1.9251 1.0640
C -1.6347 2.6677 0.4890
C -1.8257 4.1062 0.7813
C -2.5129 1.8904 -0.4032
C -3.5669 2.4373 -1.0940
C -4.4468 1.5919 -1.7707
C -4.2430 0.2261 -1.7142
C -3.1439 -0.2614 -1.0269
N -2.2854 0.5450 -0.3867
H 1.6437 -0.4620 6.6741
H 2.4277 1.0042 6.1002
H 2.1610 -0.3492 4.9850
H -0.0364 1.3644 6.2809
H -0.3425 -0.0358 5.2702
H 0.9736 2.4881 4.3724
H -1.2684 4.3960 1.6664
H -2.8802 4.3487 0.9090
H -1.4505 4.6878 -0.0676
H -3.7163 3.5078 -1.0933
H -5.2866 2.0030 -2.3159
H -4.9213 -0.4669 -2.1924
H -2.9424 -1.3219 -0.9785
C 2.9247 1.0310 -4.5067
C 2.0877 -0.1996 -4.7117
O 1.5758 -0.7097 -3.3960
P 0.3201 -0.2479 -2.6443
S -0.1570 -1.7117 -1.2970
S 0.5745 1.3349 -1.4166
O -0.8607 0.0488 -3.6097
C -1.4190 -1.0003 -4.5122
C -2.4616 -0.3509 -5.3776
H 3.3258 1.3352 -5.4743
H 3.7624 0.8344 -3.8399
H 2.3357 1.8636 -4.1190
H 2.6550 -1.0421 -5.0932
H 1.2250 -0.0170 -5.3500
H -1.8275 -1.7837 -3.8731
H -0.5988 -1.4121 -5.0989
H -3.3348 -0.0526 -4.7989
H -2.7810 -1.0659 -6.1362
H -2.0556 0.5221 -5.8861
Br -0.1815 -2.9392 1.5915
C 1.6041 -3.1599 2.2167
C 1.8899 -4.3808 2.8044
C 3.1760 -4.6211 3.2701
C 4.1636 -3.6571 3.1493
C 3.8788 -2.4306 2.5611
C 2.5924 -2.2009 2.1024
I 2.2980 -0.3150 1.2204
H 1.1221 -5.1374 2.8964
H 3.3995 -5.5752 3.7275
H 5.1651 -3.8514 3.5079
H 4.6515 -1.6795 2.4635
```

Results
Frontier orbital gap (alpha / beta), eV: 5.79 / 6.14
Spin multiplicity: 2
Total charge: +3
ΔE to the lowest compared entry with this formula, charge and spin, eV: 0.976
Energy, hartree: -5621.66650

***

Entry from the Open Molecules 2025 dataset: a molecular structure, C20H27BrN4O2RuS2Se2Te2 (ωB97M-V with the def2-TZVPD basis set).

Structure (XYZ):
```
61
Properties=species:S:1:pos:R:3
Ru -0.5376 0.1509 0.1519
Se 1.7097 -0.5943 0.9718
Te 4.0700 -0.5503 1.6422
Te 1.8371 2.1690 3.5642
Se 0.2937 0.5187 2.4993
Br 2.7291 1.7316 -1.2423
C 1.4656 2.8254 -0.3479
C 1.8682 4.0984 0.0327
C 0.9245 4.9174 0.6287
C -0.3631 4.4413 0.8117
C -0.6446 3.1489 0.4130
N 0.2545 2.3436 -0.1689
C -2.0302 2.5803 0.5328
O -2.9857 3.3123 0.2750
O -2.0602 1.3522 0.8386
H 2.8820 4.4205 -0.1424
H 1.1948 5.9177 0.9412
H -1.1519 5.0394 1.2430
S -1.5391 -1.8209 0.8966
C -0.7823 -2.7848 -0.3454
C -1.0452 -4.1433 -0.5847
C -0.3976 -4.7639 -1.6261
C 0.4993 -4.0399 -2.4183
C 0.7123 -2.7156 -2.0981
N 0.0931 -2.1122 -1.0842
H -1.7488 -4.6691 0.0462
H -0.5816 -5.8112 -1.8320
H 1.0139 -4.4949 -3.2523
H 1.4083 -2.1032 -2.6603
C -3.0052 3.5540 -5.4513
C -1.5292 3.9435 -5.4905
C -0.6177 3.0954 -4.6069
C -0.7415 3.3225 -3.1063
N -1.9936 2.8572 -2.5348
C -2.2447 1.5929 -2.1839
S -1.0880 0.3465 -2.3934
N -3.4767 1.3608 -1.7047
C -3.9370 0.0860 -1.1623
C -4.6517 -0.7691 -2.2005
C -5.7518 -0.0447 -2.9732
C -6.8503 0.5207 -2.0783
H -3.5724 4.1038 -6.2040
H -3.4605 3.7545 -4.4816
H -3.1270 2.4876 -5.6516
H -1.4198 4.9981 -5.2154
H -1.1785 3.8523 -6.5216
H 0.4226 3.3132 -4.8635
H -0.7817 2.0333 -4.8114
H -0.6632 4.3887 -2.8795
H 0.0758 2.8053 -2.5999
H -2.6477 3.5491 -2.2003
H -3.9427 2.1735 -1.3190
H -4.5888 0.3265 -0.3223
H -3.0856 -0.4600 -0.7580
H -5.0746 -1.6367 -1.6854
H -3.9030 -1.1384 -2.9062
H -6.1958 -0.7452 -3.6853
H -5.3064 0.7618 -3.5624
H -7.2965 -0.2631 -1.4625
H -7.6468 0.9751 -2.6698
H -6.4683 1.2906 -1.4062
```

Results
Frontier orbital gap (alpha / beta), eV: 6.13 / 5.13
Spin multiplicity: 2
Total charge: -1
ΔE to the lowest compared entry with this formula, charge and spin, eV: 3.571
Energy, hartree: -9952.13860